1.
A structure of composition CCsF3O3S. Source: OMol25; level of theory: ωB97M-V/def2-TZVPD.

Element x y z (Å)
Cs 5.8951 3.1656 -1.0153
C 0.0997 -0.1174 -0.1598
F 0.8971 -1.0151 -0.6832
F 0.7019 0.3200 0.8855
F -0.0338 0.8661 -1.0590
S -1.6207 -0.7158 0.4032
O -1.4047 -1.6467 1.4933
O -2.3319 0.4509 0.9483
O -2.2027 -1.3075 -0.8130

The orbital gap comes out at 4.3 eV. Its total charge is 0. Its maximum force is 3.3 eV/Å. The total energy comes out at -981.69274 a.u. For the energy above the lowest of the compared OMol25 structures with the same formula, charge and spin, the calculation gives 65.0 kcal/mol.

Quick look at the Mulliken charges, all values in e:
1. Cs 1.001
2. C 0.590
3. F -0.238
4. F -0.226
5. F -0.243
6. S 1.090
7. O -0.654
8. O -0.657
9. O -0.662


2.
A structure of composition C31H53BeNO4. Source: OMol25; level of theory: ωB97M-V/def2-TZVPD.

Element x y z (Å)
C -4.5389 -2.0457 2.2817
C -4.6165 -1.6797 3.5539
C -5.9256 -1.4120 4.1978
O -6.7608 -2.1697 4.5179
O -6.1409 -0.0034 4.4501
C -6.4896 0.8385 3.3307
C -5.2939 1.6875 2.8697
C -5.1624 1.7300 1.3503
C -4.0284 2.6181 0.8396
C -2.6379 2.1005 1.2259
C -2.1265 0.9892 0.2996
C -1.2091 1.3730 -0.8838
C -1.2562 2.8406 -1.3016
C -0.3316 3.1774 -2.4780
C -0.6538 4.5490 -3.0804
O 0.1183 1.0141 -0.5151
C 0.8759 0.2599 -1.4371
C 0.9170 -1.2034 -0.9714
C -0.3044 -1.9864 -1.4657
C -0.3084 -3.4110 -0.8775
C -1.3794 -3.5995 0.2098
C -1.0006 -4.6715 1.2304
C -2.1619 -5.0550 2.1460
C 2.2621 0.9234 -1.5323
O 3.3062 0.0207 -1.2935
C 4.5892 0.5362 -1.3133
C 5.4029 -0.0477 -2.4426
C 6.6149 0.6000 -2.7799
C 7.3485 0.1286 -3.8511
C 6.8789 -0.9948 -4.5099
C 5.6845 -1.5953 -4.0638
N 4.9600 -1.1306 -3.0615
C 5.3361 0.2177 0.0522
C 5.9741 -1.1721 0.0827
C 4.3933 0.4696 1.2311
C 4.1253 1.9616 1.5153
H -5.4033 -2.3419 1.6996
H -3.5743 -2.0827 1.7895
H -3.7256 -1.5840 4.1649
H -6.9360 0.3061 2.4903
H -7.2771 1.4935 3.7665
H -5.3857 2.7059 3.2761
H -4.4138 1.2552 3.3507
H -5.0414 0.6991 0.9945
H -6.1154 2.0750 0.9364
H -4.1913 3.6296 1.2225
H -4.1237 2.6618 -0.2475
H -1.9317 2.9223 1.3268
H -2.7157 1.6621 2.2262
H -2.9970 0.4664 -0.1125
H -1.5749 0.2682 0.9045
H -1.5349 0.7916 -1.7540
H -2.2811 3.1000 -1.5893
H -0.9792 3.4966 -0.4734
H -0.3545 2.3900 -3.2355
H 0.6865 3.2207 -2.0798
H -1.3348 4.4763 -3.9277
H -1.0428 5.2341 -2.3269
H 0.2588 5.0046 -3.4700
H 0.4133 0.2763 -2.4285
H 1.8104 -1.7068 -1.3345
H 0.8938 -1.2143 0.1228
H -0.2342 -2.0699 -2.5533
H -1.2303 -1.4741 -1.1890
H -0.4696 -4.1363 -1.6765
H 0.6612 -3.6299 -0.4211
H -1.4452 -2.6416 0.7484
H -2.3521 -3.8095 -0.2431
H -0.1954 -4.2612 1.8474
H -0.6143 -5.5536 0.7142
H -2.4027 -4.2234 2.8153
H -3.0529 -5.3094 1.5687
H -1.9007 -5.9137 2.7647
H 2.3819 1.3376 -2.5474
H 2.3069 1.7803 -0.8464
H 4.5799 1.6252 -1.4428
H 6.9400 1.4632 -2.2127
H 8.2684 0.6115 -4.1518
H 7.4120 -1.4264 -5.3461
H 5.3278 -2.4935 -4.5535
H 6.1398 0.9584 0.1222
H 5.3008 -1.9237 -0.3330
H 6.9138 -1.1881 -0.4703
H 6.2016 -1.4438 1.1132
H 3.4615 -0.0833 1.1159
H 4.9007 0.0430 2.1004
H 4.4149 2.2098 2.5356
H 4.7435 2.5893 0.8686
H 3.0765 2.2186 1.3747
Be -6.7226 1.6812 5.4796

The orbital gap comes out at 1.1 eV. Its total charge is +2. Its maximum force is 2.4 eV/Å. The total energy comes out at -1582.59683 a.u.

Quick look at the Mulliken charges, all values in e:
1. C -0.481
2. C 0.082
3. C -0.008
4. O -0.354
5. O -0.346
6. C -0.457
7. C -0.269
8. C -0.728
9. C -0.932
10. C -0.639
11. C -0.888
12. C 0.380
13. C -0.783
14. C -0.017
15. C -1.490
16. O -0.266
17. C 0.796
18. C -0.818
19. C -0.376
20. C -1.150
21. C 0.218
22. C -0.631
23. C -1.152
24. C -1.378
25. O 0.112
26. C -0.201
27. C 0.058
28. C -0.500
29. C -0.579
30. C -0.423
31. C -0.274
32. N -0.200
33. C 0.251
34. C -1.448
35. C -0.485
36. C -1.178
37. H 0.296
38. H 0.181
39. H 0.396
40. H 0.496
41. H 0.283
42. H 0.332
43. H 0.426
44. H 0.204
45. H 0.486
46. H 0.372
47. H 0.321
48. H 0.468
49. H 0.328
50. H 0.421
51. H 0.074
52. H 0.446
53. H 0.260
54. H 0.382
55. H 0.356
56. H -0.076
57. H 0.327
58. H 0.345
59. H 0.434
60. H 0.605
61. H 0.454
62. H 0.133
63. H 0.448
64. H -0.019
65. H 0.438
66. H 0.442
67. H -0.260
68. H 0.464
69. H 0.332
70. H 0.387
71. H 0.137
72. H 0.330
73. H 0.396
74. H 0.257
75. H 0.379
76. H 0.621
77. H 0.428
78. H 0.466
79. H 0.416
80. H 0.442
81. H 0.372
82. H 0.245
83. H 0.356
84. H 0.482
85. H 0.152
86. H 0.502
87. H 0.383
88. H 0.356
89. H 0.139
90. Be 0.711


3.
A structure of composition C16H30N2OP2PtS. Source: OMol25; level of theory: ωB97M-V/def2-TZVPD.

Element x y z (Å)
Pt 0.0688 -0.2800 0.2665
P 2.3761 -0.3449 0.0740
P -2.3588 0.0133 0.3233
N 0.1289 1.2324 -0.7663
H 0.7254 -1.0779 1.2495
C 2.9557 -1.7643 -0.8617
H 4.0447 -1.8196 -0.7028
H 2.7030 -1.5850 -1.9154
H 2.4456 -2.6754 -0.5324
C 3.1586 -0.3000 1.7183
H 4.2263 -0.4684 1.5557
H 2.7403 -1.0873 2.3391
H 2.9066 0.6446 2.2097
C 3.0646 1.0917 -0.7542
H 4.1619 1.0968 -0.5918
H 2.6353 2.0347 -0.3701
H 2.8506 1.0518 -1.8373
C -3.4637 -1.1856 -0.5300
H -4.4939 -0.8458 -0.4904
H -3.3540 -2.1561 -0.0253
H -3.1629 -1.2345 -1.5771
C -2.9883 0.1010 2.0430
H -4.0808 0.1975 2.0527
H -2.5408 0.9753 2.5341
H -2.7194 -0.8218 2.5740
C -2.8933 1.6103 -0.3975
H -3.9615 1.7939 -0.1882
H -2.7801 1.5676 -1.4901
H -2.2959 2.4209 0.0281
C 0.0568 1.8592 -1.9670
C -0.0212 1.9094 -4.4360
C 0.0032 1.1840 -3.2518
C 0.0260 3.3083 -1.9695
C -0.0145 4.0521 -3.1677
C -0.0293 3.3283 -4.3627
H -0.0330 1.3921 -5.4250
H 0.0151 0.0892 -3.2223
H 0.0674 3.7595 -0.9352
H -0.0285 5.1637 -3.0892
H -0.0477 3.8968 -5.2827
C -0.3631 -2.8220 1.7111
O -1.2069 -2.3530 0.8573
C 0.5734 -3.8907 1.3005
H 1.0467 -4.3610 2.1522
H 1.4074 -3.5618 0.6319
H -0.0752 -4.6439 0.7664
C -0.5236 -2.5871 3.1949
H -1.5187 -3.0056 3.4332
H -0.5115 -1.4967 3.4406
H 0.1945 -3.1696 3.7817
S 0.2117 1.9254 1.9361
C 0.3032 1.1803 3.4580
N 0.3690 0.6576 4.5082

The orbital gap (alpha / beta) comes out at 4.5 / 5.5 eV. Its total charge is 0. Its maximum force is 6.0 eV/Å. As for the expectation value of S²: 6.0769. As for the multiplicity: 5. The total energy comes out at -2012.37526 a.u. For the energy above the lowest of the compared OMol25 structures with the same formula, charge and spin, the calculation gives 59.0 kcal/mol.

Quick look at the Mulliken charges, all values in e:
1. Pt 0.109
2. P 0.764
3. P 1.071
4. N 0.201
5. H 0.061
6. C -1.150
7. H 0.414
8. H 0.340
9. H 0.199
10. C -1.250
11. H 0.491
12. H 0.362
13. H 0.341
14. C -1.279
15. H 0.512
16. H 0.264
17. H 0.348
18. C -1.362
19. H 0.469
20. H 0.353
21. H 0.314
22. C -1.138
23. H 0.469
24. H 0.310
25. H 0.189
26. C -1.203
27. H 0.497
28. H 0.330
29. H 0.248
30. C -0.521
31. C -0.622
32. C -0.221
33. C 0.127
34. C -0.651
35. C -0.221
36. H 0.357
37. H 0.442
38. H 0.307
39. H 0.361
40. H 0.370
41. C 0.577
42. O -0.714
43. C -0.801
44. H 0.407
45. H -0.179
46. H 0.230
47. C -1.027
48. H 0.311
49. H -0.014
50. H 0.454
51. S -0.053
52. C 0.403
53. N -0.595